# 1
Below is a molecular structure, C45H52N8O2P2SSi2W at a distorted geometry, with properties calculated with ωB97M-V/def2-TZVPD.

Geometry as XYZ:
```
113
C45H52N8O2P2SSi2W (ωB97M-V/def2-TZVPD)
H -2.4567 -5.0543 3.0849
N 0.0232 -3.2925 -0.9667
C -0.7277 6.6194 0.1002
O 0.7470 2.2224 -1.3764
C -3.5255 -2.1843 0.7570
C 0.5015 0.0206 4.0782
C -4.1587 -1.7681 -3.6837
H -2.3269 -0.2295 1.7899
H -0.6849 7.6700 -0.1525
H -0.1991 -7.1407 -0.5664
N 2.7543 -1.3417 -1.4263
C -0.6208 -6.2121 -0.9550
C -1.9525 -3.8745 1.3694
H 5.2522 6.3757 -1.0352
C -3.8686 -2.7556 -4.6137
C -3.3732 -1.6281 -2.5514
C -2.3515 1.6720 -3.1069
H -1.1347 -4.0814 -3.1305
Si 0.6726 -4.8437 -0.9136
C 3.1947 1.1728 3.0396
H 1.5294 2.6893 5.1821
P -1.2095 -2.3656 -0.8574
H -4.9942 -1.0998 -3.8450
H -2.1649 1.4812 -5.2922
H 4.0950 -2.7328 1.0614
C -3.1615 2.4996 4.3980
H -2.5403 -4.3593 -5.1337
H 1.1847 -0.4228 4.8017
C -2.0395 1.8136 2.3840
N 0.6174 1.6069 1.5638
P -0.8728 2.1281 1.0490
H 4.9328 1.6240 0.3068
H 2.1096 -2.3916 -3.6053
C -1.7836 1.1596 -4.3359
C 1.7496 -5.1142 0.6055
C -2.2837 -2.4667 -2.3306
C 0.9906 -0.7537 -2.8437
H -5.2869 -2.0464 1.9628
H 0.1647 -0.7765 3.4127
C 3.9705 4.6813 -0.8273
C -1.5947 5.7775 -0.5799
N -0.9246 0.2390 -1.7834
H 3.5071 0.4116 3.7537
H -1.9803 3.8093 3.1861
H -3.7654 -0.7625 3.7202
H -2.4357 1.4389 -0.9835
C -4.3515 -2.5641 1.7999
C 2.9238 -1.6276 -0.1842
C 1.6932 -1.4562 -3.9621
C -0.9835 -0.6255 -0.6018
H 3.7108 2.0996 3.2877
H 1.6780 3.8043 3.8388
N 1.5601 -0.6705 -1.6281
C -1.9969 -3.4464 -3.2752
C -1.9503 1.2117 -1.9228
C 5.1867 5.3388 -0.7381
H 7.1105 2.8169 0.4588
O 2.6902 1.3319 -0.2824
C 6.2344 3.3381 0.1013
C 0.0379 4.7638 1.4193
H 2.5250 -0.8608 -4.3417
H -3.6006 -0.8362 -1.8518
C 1.1123 2.9480 4.2051
C -0.2330 -0.1433 -2.9848
H -4.6134 -3.9006 3.4608
H 7.2600 5.1891 -0.2134
C 3.9284 3.3565 -0.4421
C 5.0226 2.6605 0.0274
C -3.3690 0.2357 3.6129
H -2.2223 6.1663 -1.3688
N 4.1087 -2.2213 0.1943
W 0.6890 0.5285 -0.2051
H -0.9593 -6.4084 -1.9729
C -3.6608 1.2142 4.5515
H 3.0851 5.1843 -1.1849
H 1.0065 -1.6766 -4.7744
H 2.6514 -4.5089 0.5278
H 0.0780 3.2441 4.3629
C -3.9719 -3.6037 2.6409
C -2.7661 -4.2509 2.4319
H -3.1656 2.3834 -3.1297
H 0.7673 6.7633 1.6317
C -0.7867 0.2657 -4.2498
H -4.2844 0.9801 5.4031
H -3.4005 3.2668 5.1209
H -2.3018 3.7774 -0.8152
C -2.3213 -2.8457 0.5180
H 2.5914 -5.8674 -2.1461
C -0.8345 3.9113 0.7496
H 1.2901 -5.4605 -3.2566
N 2.6595 2.6220 -0.5245
C -1.6416 4.4303 -0.2596
C -2.3565 2.8025 3.3123
H -1.0129 -4.3820 1.2101
C 6.3141 4.6691 -0.2760
H 2.3315 -4.1885 -2.6110
C 0.0882 6.1110 1.1004
H -4.4816 -2.8680 -5.4983
S 1.7748 -1.2638 1.0808
C -2.5640 0.5326 2.5241
H 1.2597 -4.8353 1.5367
N 1.6518 3.1426 -1.1034
H 2.0538 -6.1593 0.6844
H -0.3727 0.3911 4.6157
H -1.5039 -5.9748 -0.3596
H 3.5120 0.8367 2.0527
H 4.6008 -2.6726 -0.5617
H 0.6930 4.3727 2.1843
C -2.7820 -3.5928 -4.4091
H -3.8171 -1.3559 0.1258
H -0.3294 -0.1264 -5.1460
Si 1.3488 1.4106 3.1675
C 1.8275 -5.1221 -2.3693
```

Charge: 0
DFT total energy (eV): -110519.041
E_HOMO (alpha / beta) (Ha): -0.2258 / -0.2258
Spin multiplicity: 1
Energy above the lowest of the compared OMol25 structures with the same formula, charge and spin (eV): 0.000

# 2
Below is 14 unconnected molecules or ions with the total composition F6H26O13P at a distorted geometry, with properties calculated with ωB97M-V/def2-TZVPD.

Geometry as XYZ:
```
46
F6H26O13P (ωB97M-V/def2-TZVPD)
F 12.2606 8.5432 15.0186
O 15.9661 9.9129 16.9780
H 9.8601 7.5508 12.1618
H 10.9499 10.0089 20.8386
H 13.0946 7.6618 12.5989
P 11.7355 8.4577 16.5474
H 9.1378 6.5010 19.3651
H 13.2088 6.6937 20.1632
O 12.2929 4.2604 17.4270
H 13.2678 5.3956 14.2623
O 14.4596 11.2775 19.3914
H 13.1624 7.8648 19.2050
H 7.3864 5.4617 15.4122
H 13.6314 11.1638 18.9251
H 11.3746 8.5596 20.9445
O 10.7805 9.2044 21.3288
F 12.6142 7.0322 16.7671
H 15.1194 10.9137 18.8011
H 15.6161 9.3522 17.6703
O 10.9651 11.2261 13.3556
O 12.5062 5.0191 14.7033
F 10.9912 8.4506 18.0424
H 11.8766 11.1352 13.0780
F 12.9564 9.3825 17.0642
H 8.5985 5.8363 14.5863
O 14.4336 5.1340 19.0428
H 10.9360 10.8185 14.2212
O 14.5280 9.9153 14.5711
O 10.7457 7.5790 12.5239
O 9.6310 6.8624 20.1016
F 10.4455 7.6338 15.9275
H 14.0405 9.1608 14.9017
F 10.8552 9.8437 16.1638
H 14.5312 9.8013 13.6208
O 13.8613 7.3019 12.1530
H 10.4480 7.1751 19.7130
H 11.6581 3.5529 17.3148
O 8.3178 5.6695 15.4861
O 12.8544 7.5774 20.0645
H 14.7921 4.2807 19.2869
H 13.6730 4.9281 18.4993
H 12.0074 5.7766 15.0094
H 15.3884 9.7600 16.2303
H 14.2185 8.0387 11.6572
H 10.6383 7.9716 13.3903
H 12.5602 4.4866 16.5361
```

Charge: -1
DFT total energy (eV): -52643.259
E_HOMO (Ha): -0.2779
Spin multiplicity: 1
Energy above the lowest of the compared OMol25 structures with the same formula, charge and spin (eV): 1.104